148
Properties=species:S:1:pos:R:3:forces:R:3 method="wB97M-V/def2-TZVPD" relative_energy_kcal_mol=0.0 gap_ev=7.767
C 2.86881 2.31425 1.60581 0.193 -0.467 -0.018
C 2.79401 1.33027 2.79011 0.350 -0.218 -0.305
P 1.09122 0.92697 3.31408 -0.859 1.542 1.140
C 1.07109 -0.55559 4.40789 0.305 -0.333 -0.740
C 0.82980 -0.24041 5.88788 0.029 -0.416 -0.541
C -0.05253 0.67613 1.84169 0.901 0.287 0.455
O 0.67329 0.35430 0.66131 -0.647 -0.451 0.064
C 0.97886 -0.99268 0.42208 0.287 -0.458 -0.474
F 1.28223 -1.00877 -0.93800 -0.131 0.165 -0.103
C -0.15963 -2.00269 0.64778 0.137 -0.089 0.169
C -0.36479 -3.06636 -0.44329 -0.565 -0.181 0.324
C -1.59561 -2.83041 -1.32945 0.304 -0.325 0.239
Cl -1.20815 -3.14705 -3.04019 -0.128 0.150 -0.238
C 2.28800 -1.37052 1.09011 -0.143 -0.190 -0.563
C 2.81158 -2.76176 0.71755 0.913 0.322 0.239
C 4.13922 -2.69896 -0.05326 -0.086 -0.421 0.253
O 3.05760 -3.45052 1.95617 -0.039 -0.217 -0.066
C 2.56172 -4.76438 1.98684 -0.531 -0.185 -0.027
C 1.14188 -4.80493 2.52416 0.097 0.176 0.268
C 0.20143 -5.70118 2.02201 -0.252 0.443 0.518
C -1.10852 -5.68992 2.51087 0.407 0.289 0.086
C -1.47806 -4.78449 3.50685 0.478 -0.181 -0.329
C -0.52265 -3.91433 4.02954 0.277 -0.025 -0.202
C 0.78584 -3.91354 3.54724 -0.649 -0.802 -0.338
C -1.08015 1.81364 1.51236 0.363 -0.508 0.304
C -1.89153 1.27441 0.31228 0.192 0.081 -0.149
C -1.28602 1.27114 -1.10715 -0.077 0.034 0.014
C -0.04097 2.06178 -1.47277 0.088 0.059 -0.553
O 0.56715 1.36097 -2.55052 -0.216 0.040 -0.206
C 1.85576 1.85969 -2.81529 -0.028 -0.184 0.507
N -0.50062 3.14731 1.26240 -1.068 0.334 0.810
S -1.50863 4.22329 0.31182 0.539 -0.208 -0.526
C -0.02943 3.87475 2.48529 -0.211 1.108 -0.058
N -0.98602 4.82490 3.07538 0.251 -0.464 0.251
P -2.54799 1.95428 2.75563 -0.696 0.506 -0.725
O -3.12348 0.41233 2.80515 0.488 0.093 0.349
Cl -1.85485 2.13017 4.70736 0.207 -0.260 0.183
H 3.47323 3.17344 1.87050 -0.048 0.300 0.060
H 3.37070 1.83636 0.77187 -0.165 0.036 0.069
H 1.89981 2.63154 1.24106 -0.138 0.171 0.027
H 3.42055 0.46458 2.58562 -0.069 -0.183 -0.032
H 3.25244 1.80242 3.65350 -0.118 0.028 0.318
H 0.30651 -1.23507 4.02862 -0.100 -0.054 -0.002
H 2.00862 -1.09774 4.27686 0.171 -0.029 0.075
H 1.22886 0.73280 6.14357 0.009 0.153 0.215
H -0.23167 -0.28591 6.09791 -0.220 0.318 0.150
H 1.30057 -1.01426 6.48550 0.142 -0.002 0.261
H -0.69146 -0.14505 2.17517 -0.001 -0.227 -0.111
H -1.10718 -1.50185 0.81426 -0.165 0.230 -0.130
H 0.04269 -2.51977 1.58306 0.067 0.004 0.113
H -0.55557 -4.00276 0.07453 0.132 -0.163 0.066
H 0.50125 -3.24331 -1.06244 0.190 0.268 -0.142
H -2.37460 -3.53592 -1.07126 -0.174 -0.102 0.002
H -2.01633 -1.84342 -1.20706 0.098 0.394 -0.310
H 2.22043 -1.31672 2.17039 -0.111 0.026 0.060
H 2.98991 -0.62663 0.73100 0.149 0.254 0.145
H 2.12223 -3.32383 0.09739 -0.369 -0.109 0.232
H 4.68251 -1.78086 0.13199 0.033 0.157 -0.103
H 4.00149 -2.86698 -1.11702 -0.062 0.322 -0.215
H 4.76958 -3.50450 0.31258 0.095 -0.201 0.001
H 3.20527 -5.38036 2.60891 0.223 0.075 0.217
H 2.56943 -5.21946 0.99425 0.093 -0.033 -0.166
H 0.48601 -6.39164 1.24347 0.016 -0.109 -0.159
H -1.82355 -6.37766 2.08949 -0.197 -0.073 0.023
H -2.49173 -4.76189 3.86911 -0.170 -0.011 0.088
H -0.79166 -3.21581 4.80903 -0.096 0.024 0.120
H 1.52050 -3.23340 3.93983 0.129 0.083 0.031
H -2.12136 0.25090 0.58208 -0.095 -0.224 -0.060
H -2.86876 1.75128 0.28293 -0.132 0.248 -0.030
H -1.06750 0.25065 -1.39268 0.209 -0.309 0.061
H -2.07012 1.57532 -1.79140 -0.284 0.096 -0.138
H -0.31738 3.05222 -1.84024 0.046 0.182 0.081
H 0.66714 2.18921 -0.66112 -0.021 -0.108 0.090
H 2.18996 1.44293 -3.75719 0.051 -0.089 -0.254
H 1.86313 2.95092 -2.87193 -0.029 0.202 -0.144
H 2.54285 1.56519 -2.01807 -0.206 0.066 -0.243
H -2.76537 3.87090 0.62699 0.031 0.125 0.466
H 0.27782 3.20303 3.27291 0.100 -0.560 -0.304
H 0.84578 4.43146 2.16753 0.212 0.014 -0.116
H -0.58473 5.75104 3.09822 -0.135 0.146 -0.303
H -1.12647 4.57672 4.04646 -0.187 -0.055 0.009
H -2.50114 -0.15696 3.27960 -0.158 -0.269 -0.049
O 4.30437 1.64169 -1.04189 0.455 0.083 0.128
S 5.42571 0.81348 -1.31123 0.344 -0.125 -0.566
O 6.10070 0.14061 -0.26139 -0.093 0.004 0.207
O 6.46981 1.65331 -2.17878 -0.250 0.027 0.017
C 6.75265 0.97248 -3.41630 0.260 -0.325 -0.056
C 5.48511 0.20821 -3.71813 -0.340 0.409 -0.235
O 5.04479 -0.25556 -2.42881 0.205 -0.028 0.149
H 7.59573 0.29855 -3.25881 -0.027 -0.021 -0.018
H 7.00201 1.69631 -4.18657 -0.057 0.171 0.142
H 5.65314 -0.63326 -4.37323 -0.007 -0.219 0.142
H 4.70687 0.85334 -4.13315 0.046 0.040 0.029
O -5.06706 4.02594 0.02705 0.030 -0.209 -0.061
S -6.02593 5.00000 0.41291 0.010 0.405 -0.035
O -7.16012 4.63504 1.17919 -0.060 -0.169 0.077
O -6.48548 5.80187 -0.89332 0.374 -0.052 0.136
C -6.25819 7.21210 -0.70811 -0.302 0.335 0.198
C -5.07310 7.28820 0.22982 0.263 -0.033 -0.265
O -5.29685 6.20735 1.15364 -0.226 -0.011 0.035
H -7.15317 7.64531 -0.25686 0.012 -0.017 0.010
H -6.06403 7.68464 -1.66489 0.015 -0.207 -0.113
H -5.02032 8.22955 0.76883 -0.096 -0.107 0.202
H -4.13594 7.11139 -0.29258 0.006 0.016 -0.037
O -7.38349 3.34910 9.13293 -0.043 0.095 0.132
S -6.21780 2.55569 8.99417 0.116 -0.024 -0.291
O -5.61037 1.93332 10.11236 -0.069 -0.067 0.137
O -5.12392 3.40709 8.19467 -0.238 -0.003 -0.077
C -4.70853 2.70510 7.01373 0.270 -0.234 -0.061
C -5.91850 1.88680 6.61860 -0.179 0.271 -0.217
O -6.45979 1.44144 7.87160 0.231 -0.046 0.092
H -3.85850 2.06927 7.26778 -0.010 -0.002 -0.024
H -4.41477 3.41432 6.24527 -0.040 0.148 0.115
H -5.66527 1.03171 5.99890 -0.037 -0.133 0.158
H -6.66909 2.49623 6.11179 0.030 0.007 -0.016
O 7.03608 -3.35974 -6.85505 0.221 0.066 -0.018
S 6.66683 -3.26813 -5.49155 -0.284 -0.296 0.198
O 7.17624 -2.23924 -4.65287 0.206 0.197 -0.139
O 6.90807 -4.67946 -4.79103 -0.107 -0.019 -0.288
C 5.69222 -5.14173 -4.17610 -0.177 0.144 0.419
C 4.59062 -4.54967 -5.02840 -0.011 -0.393 -0.246
O 5.07947 -3.23710 -5.36198 0.063 0.038 0.221
H 5.66089 -4.76170 -3.15301 -0.012 0.000 -0.009
H 5.67183 -6.22732 -4.16131 0.194 -0.007 -0.140
H 3.64441 -4.47327 -4.50163 0.004 0.223 -0.007
H 4.44976 -5.11499 -5.94875 -0.051 0.015 0.003
O 1.05015 -6.36795 -4.40927 0.240 0.099 0.106
S 0.96870 -6.18879 -5.81315 -0.501 0.106 -0.230
O 2.12880 -5.97260 -6.60027 0.253 -0.129 0.100
O -0.08610 -5.02787 -6.11926 -0.034 -0.248 0.220
C -1.12743 -5.51551 -6.97852 -0.020 0.029 -0.369
C -1.22425 -6.99021 -6.65269 -0.276 0.021 0.295
O 0.14069 -7.39187 -6.45614 0.107 0.144 -0.182
H -0.82505 -5.35293 -8.01460 -0.011 -0.014 0.006
H -2.04846 -4.97617 -6.77717 0.083 0.086 0.163
H -1.66631 -7.57252 -7.45537 0.193 -0.090 -0.046
H -1.77428 -7.16397 -5.72591 -0.010 0.024 -0.017
O -5.42258 6.26895 -4.25733 -0.089 0.307 0.007
S -4.20362 6.11934 -3.54988 0.256 -0.495 -0.262
O -3.78972 7.07621 -2.58524 -0.153 0.183 0.113
O -3.02507 5.90726 -4.60428 -0.183 -0.115 -0.063
C -2.33307 4.67482 -4.33315 0.268 -0.064 0.254
C -3.39159 3.78783 -3.71487 -0.107 -0.193 -0.347
O -4.15051 4.67872 -2.88446 0.227 0.164 0.111
H -1.51992 4.87756 -3.63360 -0.022 -0.020 0.011
H -1.92968 4.26978 -5.25645 -0.094 0.143 -0.107
H -2.97273 2.99322 -3.10943 -0.019 0.047 0.236
H -4.05762 3.36521 -4.47001 0.026 0.009 -0.004